Below is C30H50BrN3P2PbS as an isolated structure in a non-equilibrium geometry, with properties calculated with ωB97M-V with the def2-TZVPD basis set.

LUMO (spin up / spin down): -15.843 / -15.846 eV
strongest force on any atom: 5.3 eV/Å
energy above the lowest of the compared OMol25 structures with the same formula, charge and spin: 134.00 kcal/mol
HOMO energy (spin up / spin down): -18.416 / -18.417 eV

Geometry as ORCA input:
```
! wB97M-V def2-TZVPD RIJCOSX def2/J DEFGRID3
* xyz 4 1
C 3.230 4.032 -1.522
C -4.169 0.909 0.103
H -3.512 4.747 -0.012
C -2.850 -0.744 -2.863
H 2.410 1.859 7.484
H 0.179 -2.952 -2.589
C -4.621 1.806 1.069
H 0.002 -2.843 7.248
H 3.847 -2.762 -2.230
C -4.152 -3.308 -1.606
Br -5.658 1.001 4.009
H -3.882 -2.148 -4.225
S -1.714 1.892 4.117
H 3.018 0.646 1.354
P 2.276 -0.616 -0.495
H -2.204 -3.869 -0.854
H -4.655 -4.011 -0.930
Pb -3.599 0.342 2.451
H 1.176 1.694 4.896
N -0.964 -0.529 4.947
H 0.265 -2.222 4.695
C -0.756 -2.413 6.578
H 1.803 0.497 -2.539
H 0.613 3.017 -4.147
C 0.916 3.653 -2.080
H -4.809 -2.438 -1.715
C -0.800 -2.758 -3.060
C 4.921 0.120 0.488
C -2.811 -2.960 -0.974
C -4.566 3.182 1.074
C 3.463 0.536 0.349
H -2.303 -3.984 -4.131
N 3.614 3.682 -2.750
H -0.524 2.478 6.748
H -3.919 -0.451 -4.672
H 4.197 1.164 -2.397
H -1.933 -0.752 4.745
H 3.056 3.142 -4.672
H 1.338 3.075 8.202
C 1.887 4.020 -1.130
C -0.632 0.767 4.836
C -0.074 -1.573 5.512
C 4.143 -2.774 -1.176
H 5.440 0.860 1.108
H -4.673 -0.043 -0.119
C -1.384 -4.082 -3.538
C 1.326 3.338 -3.385
C -3.281 -1.232 -4.240
H 0.780 -1.031 5.926
H 1.888 3.282 6.526
C -3.613 3.668 0.154
H -1.304 -3.253 6.128
H 2.162 -2.967 -0.343
H 5.463 0.096 -0.466
C -2.752 2.771 -0.543
C 3.925 0.173 -2.783
H -3.740 -0.525 -2.257
H 5.081 -2.216 -1.063
H 5.036 -0.850 0.983
H -4.093 -3.809 -2.582
H -2.183 0.669 -0.823
H -1.575 -4.779 -2.717
H -2.317 0.216 -2.981
H -2.990 -2.535 0.030
H 2.245 -1.190 -2.852
H 3.905 0.271 -3.878
C -2.957 1.371 -0.484
H -0.650 -4.558 -4.201
H 4.381 -3.814 -0.923
H -5.202 3.814 1.705
C 2.550 -0.282 -2.309
C 0.340 1.790 6.808
H 3.386 1.515 -0.146
H -2.443 -1.385 -4.926
C -1.579 3.282 -1.215
H 4.005 4.303 -0.806
N 0.563 1.129 5.491
C 2.694 3.386 -3.672
C 1.578 2.541 7.274
C -0.467 3.507 -1.675
H 3.364 -2.334 0.797
H 0.070 1.007 7.532
H -0.620 -2.103 -3.925
H 1.617 4.246 -0.106
C 3.034 -2.296 -0.251
P -1.699 -1.711 -1.751
H 4.734 -0.534 -2.556
H -1.445 -1.817 7.203
*
```

---

Below is C30H50ClLuNOP as an isolated structure in a non-equilibrium geometry, with properties calculated with ωB97M-V with the def2-TZVPD basis set.

LUMO (spin up / spin down): 2.498 / 2.475 eV
strongest force on any atom: 2.8 eV/Å
energy above the lowest of the compared OMol25 structures with the same formula, charge and spin: 0.27 kcal/mol
HOMO energy (spin up / spin down): -1.590 / -1.579 eV

Geometry as ORCA input:
```
! wB97M-V def2-TZVPD RIJCOSX def2/J DEFGRID3
* xyz -1 2
C -2.771 -3.042 2.168
C -0.677 -0.073 -3.439
H 2.138 -0.337 -3.020
C -2.890 3.228 -1.128
C -0.050 2.884 -1.978
C 3.800 1.003 -2.613
H -0.338 -3.816 4.517
H 1.713 1.382 -2.987
C -0.802 1.018 4.839
C -0.368 -2.585 1.336
C 1.518 1.268 5.357
H 4.859 -0.858 -2.369
H -1.862 -1.971 3.804
H 0.326 0.163 -3.817
H 2.018 2.490 7.026
H -0.500 2.483 0.069
H 0.154 -2.604 -1.190
H 2.470 -0.967 0.676
H -0.375 3.055 7.526
O 0.880 0.608 3.219
C -0.798 -3.818 3.525
H -2.094 -0.399 1.055
H 0.317 -2.158 0.598
C -1.865 -2.573 0.989
C 0.211 -3.244 2.488
H 2.227 1.456 -0.540
N 0.507 0.909 4.527
C -0.688 1.991 -0.905
H -2.641 1.229 -0.309
C -0.769 -2.382 -4.541
H -1.538 0.570 4.169
H 0.199 -2.334 -5.060
H -2.849 3.663 -0.120
C -1.375 -0.976 -4.461
C 2.327 0.613 -2.499
C -2.255 -1.291 0.437
H 1.024 3.020 -1.782
H -1.221 0.877 -3.380
C -2.080 -3.010 3.532
C 4.257 -0.219 -0.394
H 0.003 -3.952 -3.271
C 1.958 0.468 -1.024
P 0.120 0.305 -0.634
H -2.529 3.920 -3.148
H -1.019 -4.858 3.258
C -0.717 4.264 -2.020
H -3.674 -2.422 2.214
H -2.178 1.934 6.208
H 4.074 0.989 -3.674
H -2.768 -3.407 4.281
H 4.883 -1.000 0.050
H -2.652 5.208 -1.961
C -1.136 1.786 5.951
H 0.900 -2.540 3.002
H -1.419 -3.018 -5.153
C -0.127 2.375 6.717
C -2.245 4.203 -2.124
Lu 2.051 0.958 1.623
H -0.432 4.810 -1.109
H 1.189 -1.969 -2.475
H -3.147 -1.273 -0.196
H -0.312 4.826 -2.870
C -0.558 -0.739 -2.054
H -0.144 2.411 -2.967
H 5.735 0.547 -1.796
C 4.740 0.087 -1.822
H -1.580 -0.934 -1.677
H -3.105 -4.068 1.956
H 2.645 -1.584 -0.950
C 0.142 -2.103 -2.165
C -2.206 1.854 -1.100
C 2.791 -0.662 -0.375
H 0.862 -4.075 2.147
H -2.441 -1.049 -4.202
H -1.555 -3.303 -2.749
H -3.949 3.098 -1.379
H 2.527 0.985 5.068
C -0.574 -3.024 -3.161
H -2.426 1.338 -2.045
H -1.320 -0.496 -5.446
H 4.411 0.685 0.230
H 3.923 2.044 -2.283
Cl 1.928 3.303 1.242
H -2.017 -3.250 0.121
C 1.207 2.080 6.437
*
```

---

Below is an isolated ion of composition C30H50N2O5PS2 and charge +1 in a non-equilibrium geometry, with properties calculated with ωB97M-V with the def2-TZVPD basis set.

LUMO: -4.614 eV
strongest force on any atom: 5.2 eV/Å
energy above the lowest of the compared OMol25 structures with the same formula, charge and spin: 256.10 kcal/mol
HOMO energy: -10.506 eV
SMILES: CCCCCCCc1c(P(O)O)c(CCCSC(=S)N(CC)CC)c2c(CC)[nH+]ccc2c1COCOCCO

Geometry as ORCA input:
```
! wB97M-V def2-TZVPD RIJCOSX def2/J DEFGRID3
* xyz 1 1
C 0.993 4.310 0.125
C -4.030 2.638 -1.416
C 4.974 -2.040 5.271
H -4.686 -1.519 -1.683
C -5.107 2.873 -0.168
C 0.822 4.136 -3.458
O 2.021 3.285 -0.111
C -7.683 2.773 -1.177
H -6.740 0.618 -0.804
O -3.222 -1.397 0.837
H 2.874 -4.032 0.278
H 2.529 -4.894 -2.573
C 0.307 -2.505 -1.137
H 4.131 0.025 6.451
C 4.300 -0.605 -3.054
H 5.824 0.077 4.606
C -7.183 1.284 -1.688
H 2.938 -6.114 -1.196
H -6.883 4.233 0.381
H -8.163 0.704 -2.044
C 6.163 -1.045 4.644
C -1.215 -0.247 -2.241
H 0.464 -4.408 3.304
H 4.353 -5.353 -2.344
C -2.665 0.554 -2.469
C 2.493 0.940 5.158
H -3.466 -0.132 -3.029
C 2.911 0.216 -3.305
H -0.246 4.411 -3.854
H 5.304 -2.298 -2.117
H 0.923 -4.724 -0.467
S 2.201 -2.578 2.678
H 4.640 -3.839 -0.394
C 0.129 0.396 -2.923
H -1.166 -3.809 1.675
C -3.259 1.198 -1.057
H 5.071 -3.046 4.666
C 0.148 -3.878 -0.284
O -4.076 -2.332 -1.781
H -0.638 4.503 -1.480
C 1.645 -1.840 -1.780
H -6.229 4.601 -1.355
C 3.104 -2.529 -1.564
C 3.360 -5.151 -1.756
S 1.823 -3.440 5.663
C 3.161 -0.401 5.901
H 1.655 4.211 -4.310
C -0.095 -3.458 1.286
P -2.803 -2.244 -0.614
H -5.376 1.887 0.403
N 4.334 -1.874 -2.233
H -8.523 2.567 -0.354
H -4.608 2.487 -2.445
H 5.307 -0.158 -3.502
H 0.992 1.675 -4.700
C 3.487 -3.860 -0.700
H 2.979 1.216 -3.930
H -0.888 -4.367 -0.631
C 0.385 5.012 -1.225
C 0.230 1.785 -3.787
H -3.955 -1.888 1.313
C 1.539 -0.428 -2.670
H 6.444 -1.366 3.548
H -2.437 1.314 -0.233
H -2.539 1.496 -3.192
O 0.877 2.785 -2.882
H 1.650 -4.889 1.865
H 1.495 2.410 -0.145
O 1.301 5.059 -2.375
N 3.661 -1.401 4.884
H -4.521 3.555 0.613
H 1.384 5.088 0.940
H -3.280 3.543 -1.497
H -0.097 -2.276 1.341
H 0.148 6.148 -0.946
H -8.252 3.363 -2.041
H -4.147 0.465 -0.739
H 5.072 -2.162 6.431
H -6.466 1.336 -2.623
H 3.137 1.919 5.354
H 0.087 3.749 0.662
H -0.770 2.161 -4.259
H 2.549 0.731 4.002
H 1.404 1.146 5.550
H 7.163 -1.115 5.277
H 2.482 -0.841 6.745
C -6.446 3.715 -0.599
C 2.602 -2.426 4.501
C 1.014 -4.021 2.346
C -1.127 -1.667 -1.362
*
```

---

Below is C30H50OsP2Te as an isolated structure in a non-equilibrium geometry, with properties calculated with ωB97M-V with the def2-TZVPD basis set.

LUMO (spin up / spin down): -5.217 / -8.349 eV
strongest force on any atom: 7.5 eV/Å
HOMO energy (spin up / spin down): -12.556 / -13.768 eV

Geometry as ORCA input:
```
! wB97M-V def2-TZVPD RIJCOSX def2/J DEFGRID3
* xyz 2 5
H 0.534 -1.896 -5.487
C 0.701 4.052 2.700
H 3.447 2.305 -0.280
H -1.853 2.818 2.090
H 3.440 -0.048 -2.794
H 3.116 -0.438 3.203
C -1.969 -2.114 -2.129
C -2.270 -3.528 -2.566
H -2.021 2.271 -2.213
P 1.729 0.911 -1.374
C -1.300 -1.442 -4.434
H 0.110 1.582 3.446
H 0.767 6.074 6.033
H 3.392 -1.850 0.379
C 1.430 -0.531 1.853
H 2.425 -1.319 -2.035
C -0.125 -2.396 -4.764
H -2.925 3.296 -1.061
H 0.667 0.220 -3.416
H -1.201 0.474 3.918
H -0.559 -4.176 1.155
H -3.460 2.818 1.315
H -2.939 1.424 2.301
H -0.765 5.488 2.019
H -4.298 1.074 -0.442
C 2.512 -2.483 0.493
H 3.472 0.081 1.548
C 0.880 1.197 -2.967
C 1.354 -1.678 0.992
H 3.664 2.274 -2.053
C -0.148 0.531 3.626
H -1.067 -5.276 -2.133
H -3.259 0.017 -1.454
H -1.173 -4.900 -3.833
C -0.088 5.915 4.050
C -0.510 -3.388 0.392
H 2.540 1.136 2.626
C -2.186 -1.494 2.249
H -2.682 -0.562 2.526
H 2.260 2.835 3.585
H -1.490 -0.103 -2.688
C -2.603 2.189 1.592
C -0.121 5.192 2.846
H -0.527 -3.272 -5.301
H 1.751 -2.477 -3.608
H 3.698 -0.481 -1.074
C -1.042 -4.436 -2.841
C -0.771 -1.234 1.812
H 2.748 -3.287 1.203
H 2.254 -2.926 -0.472
P -1.943 1.395 0.056
H -1.142 3.408 -1.140
H -1.111 -0.490 -4.947
H -2.862 -4.014 -1.776
C -0.010 -2.125 0.981
H 2.394 3.305 -1.315
C 1.585 3.677 3.734
C -1.520 -1.171 -2.962
H 0.151 -3.678 -0.423
H -2.366 -1.855 -1.136
H 1.027 -4.277 -2.077
C 2.945 -0.368 -1.866
C 2.924 2.346 -1.244
C 0.700 -2.794 -3.562
H -0.056 1.745 -2.810
H -2.738 -1.974 1.440
C 2.709 0.099 2.331
C 0.296 -3.745 -2.709
H -2.204 -1.856 -4.907
H 2.246 4.083 5.748
C 1.586 4.398 4.939
C 0.140 -0.319 2.425
C 0.754 5.514 5.097
Te 0.607 2.937 0.875
Os 0.090 -0.279 0.134
H -2.205 -2.166 3.121
C -2.000 2.726 -1.217
H -2.912 -3.549 -3.460
H -0.719 6.794 4.166
H 1.545 1.775 -3.622
H 0.446 0.202 4.494
H -3.576 -0.406 0.252
H -1.500 -3.225 -0.030
C -3.417 0.419 -0.448
*
```

---

Below is C30H50P4STi as an isolated structure in a non-equilibrium geometry, with properties calculated with ωB97M-V with the def2-TZVPD basis set.

LUMO (spin up / spin down): -10.678 / -10.578 eV
strongest force on any atom: 3.1 eV/Å
energy above the lowest of the compared OMol25 structures with the same formula, charge and spin: 3.60 kcal/mol
HOMO energy (spin up / spin down): -15.738 / -15.743 eV

Geometry as ORCA input:
```
! wB97M-V def2-TZVPD RIJCOSX def2/J DEFGRID3
* xyz 3 2
C -1.355 -1.214 -5.188
H 0.573 2.119 2.942
C 1.372 0.162 4.159
C 0.945 -2.564 2.654
H -2.426 1.355 2.603
H -2.130 0.646 -5.979
H 3.472 0.120 1.317
H 2.134 -2.535 0.842
C 2.275 2.979 -0.916
C -2.393 2.219 1.925
C 1.533 -4.265 4.301
C -3.768 -0.266 -0.061
H 3.635 -4.381 1.607
H -2.050 -2.212 1.303
H 4.117 1.766 0.970
S 0.803 -1.561 -1.809
C -1.030 0.258 4.490
H 0.479 -1.328 -7.029
C 3.403 0.506 -1.600
H -1.576 4.455 0.472
C -1.751 -1.883 2.308
H -3.900 1.272 -2.976
H -1.716 1.494 6.115
P -0.098 -1.121 2.141
H -2.719 -2.191 -2.156
H -3.278 2.225 1.276
H -3.677 0.373 0.816
H 1.238 0.994 -3.263
P -0.846 2.235 0.954
H 3.240 -5.498 3.815
H -1.725 3.422 -0.987
H 2.635 1.567 1.971
H 2.300 -1.001 -7.138
H 1.026 -3.126 -5.257
C -0.845 1.127 5.566
H 1.176 3.360 1.808
H -2.520 -1.190 2.686
Ti 0.025 0.182 -0.117
C 0.443 1.535 5.923
H 1.345 -4.736 5.274
C 0.277 2.906 2.240
H 3.792 -0.432 -1.191
H -3.661 -1.315 0.239
C -3.101 -1.226 -2.481
C 2.814 -4.052 2.248
H -0.123 -2.883 4.527
C 0.712 -3.207 3.885
H -3.505 2.329 -1.559
H 1.533 3.188 -1.696
P -2.607 0.098 -1.364
C 3.202 1.169 1.119
C 1.554 1.035 5.237
H -2.279 2.006 -2.849
C -3.116 1.587 -2.269
H -4.188 -1.269 -2.576
H -2.043 -0.072 4.249
C 0.072 -0.184 3.736
H -1.694 -2.779 2.946
C -0.355 0.951 -4.760
C 0.485 0.395 -3.782
H 3.279 3.155 -1.321
H 0.585 2.236 6.740
C -1.348 0.173 -5.375
H 2.569 1.333 5.513
C 1.975 -3.014 1.813
C 1.486 -1.551 -6.660
H 2.237 -0.263 3.639
H -1.993 -1.844 -5.817
C -0.580 -1.754 -4.165
H 2.808 -2.891 -5.727
H 4.224 1.225 -1.716
C 1.772 -2.545 -5.805
H -2.667 -0.982 -3.441
H -0.213 1.997 -5.056
H -1.087 0.075 -1.618
H -0.277 3.668 2.804
C 2.593 -4.683 3.481
H 2.102 3.649 -0.069
H 2.960 0.298 -2.579
H -4.766 -0.139 -0.507
H -2.408 3.130 2.540
H -0.124 4.047 -0.498
C -1.089 3.677 -0.131
C 0.245 -0.935 -3.354
H -0.619 -2.820 -3.929
P 2.203 1.219 -0.422
*
```

---

Repeat the second record exactly.
Below is C30H50ClLuNOP as an isolated structure in a non-equilibrium geometry, with properties calculated with ωB97M-V with the def2-TZVPD basis set.

LUMO (spin up / spin down): 2.498 / 2.475 eV
strongest force on any atom: 2.8 eV/Å
energy above the lowest of the compared OMol25 structures with the same formula, charge and spin: 0.27 kcal/mol
HOMO energy (spin up / spin down): -1.590 / -1.579 eV

Geometry as ORCA input:
```
! wB97M-V def2-TZVPD RIJCOSX def2/J DEFGRID3
* xyz -1 2
C -2.771 -3.042 2.168
C -0.677 -0.073 -3.439
H 2.138 -0.337 -3.020
C -2.890 3.228 -1.128
C -0.050 2.884 -1.978
C 3.800 1.003 -2.613
H -0.338 -3.816 4.517
H 1.713 1.382 -2.987
C -0.802 1.018 4.839
C -0.368 -2.585 1.336
C 1.518 1.268 5.357
H 4.859 -0.858 -2.369
H -1.862 -1.971 3.804
H 0.326 0.163 -3.817
H 2.018 2.490 7.026
H -0.500 2.483 0.069
H 0.154 -2.604 -1.190
H 2.470 -0.967 0.676
H -0.375 3.055 7.526
O 0.880 0.608 3.219
C -0.798 -3.818 3.525
H -2.094 -0.399 1.055
H 0.317 -2.158 0.598
C -1.865 -2.573 0.989
C 0.211 -3.244 2.488
H 2.227 1.456 -0.540
N 0.507 0.909 4.527
C -0.688 1.991 -0.905
H -2.641 1.229 -0.309
C -0.769 -2.382 -4.541
H -1.538 0.570 4.169
H 0.199 -2.334 -5.060
H -2.849 3.663 -0.120
C -1.375 -0.976 -4.461
C 2.327 0.613 -2.499
C -2.255 -1.291 0.437
H 1.024 3.020 -1.782
H -1.221 0.877 -3.380
C -2.080 -3.010 3.532
C 4.257 -0.219 -0.394
H 0.003 -3.952 -3.271
C 1.958 0.468 -1.024
P 0.120 0.305 -0.634
H -2.529 3.920 -3.148
H -1.019 -4.858 3.258
C -0.717 4.264 -2.020
H -3.674 -2.422 2.214
H -2.178 1.934 6.208
H 4.074 0.989 -3.674
H -2.768 -3.407 4.281
H 4.883 -1.000 0.050
H -2.652 5.208 -1.961
C -1.136 1.786 5.951
H 0.900 -2.540 3.002
H -1.419 -3.018 -5.153
C -0.127 2.375 6.717
C -2.245 4.203 -2.124
Lu 2.051 0.958 1.623
H -0.432 4.810 -1.109
H 1.189 -1.969 -2.475
H -3.147 -1.273 -0.196
H -0.312 4.826 -2.870
C -0.558 -0.739 -2.054
H -0.144 2.411 -2.967
H 5.735 0.547 -1.796
C 4.740 0.087 -1.822
H -1.580 -0.934 -1.677
H -3.105 -4.068 1.956
H 2.645 -1.584 -0.950
C 0.142 -2.103 -2.165
C -2.206 1.854 -1.100
C 2.791 -0.662 -0.375
H 0.862 -4.075 2.147
H -2.441 -1.049 -4.202
H -1.555 -3.303 -2.749
H -3.949 3.098 -1.379
H 2.527 0.985 5.068
C -0.574 -3.024 -3.161
H -2.426 1.338 -2.045
H -1.320 -0.496 -5.446
H 4.411 0.685 0.230
H 3.923 2.044 -2.283
Cl 1.928 3.303 1.242
H -2.017 -3.250 0.121
C 1.207 2.080 6.437
*
```

---

Among the records above, which one has the highest strongest force on any atom?
C30H50OsP2Te